{
  "formula": "C2H3ISi",
  "method": "ωB97M-V with the def2-TZVPD basis set",
  "molar_mass_da": 182.04,
  "homo_lumo_gap_ha": [0.263, 0.263],
  "homo_energy_ev": [-8.59, -8.59],
  "max_force_ha_per_bohr": 0.0628,
  "species": ["C", "C", "Si", "I", "H", "H", "H"],
  "coordinates": [[0.674, 0.780, 0.794], [-1.558, 0.850, 1.450], [0.470, -0.739, -0.472], [-0.894, 2.240, 0.225], [-1.067, -0.932, -0.306], [1.352, -1.794, 0.027], [1.024, -0.406, -1.718]],
  "nbo_charge": [-0.71, -0.22, 0.77, 0.64, -0.15, -0.15, -0.18]
}